Record 1
Density functional theory data (wB97M-V/def2-TZVPD) for C25H27Cl4CoI2N2O3P2 as an isolated structure.

Positions of all 66 atoms, in Å:
1 Co 0.10 0.04 -0.09
2 I 2.28 -3.67 5.55
3 C 1.38 -2.14 4.41
4 C 0.03 -1.86 4.59
5 C -0.54 -0.88 3.80
6 I -2.52 -0.27 4.18
7 C 0.15 -0.19 2.79
8 O -0.43 0.60 1.93
9 C 1.56 -0.38 2.79
10 C 2.36 0.61 2.00
11 N 2.16 0.53 0.55
12 C 2.64 1.72 -0.15
13 C 2.10 1.70 -1.56
14 C 2.91 1.75 -2.68
15 C 2.31 1.69 -3.93
16 C 0.93 1.58 -4.00
17 C 0.21 1.55 -2.82
18 N 0.78 1.61 -1.62
19 C 2.15 -1.36 3.56
20 H -0.55 -2.40 5.32
21 H 3.42 0.52 2.26
22 H 2.02 1.61 2.30
23 H 2.63 -0.29 0.19
24 H 3.73 1.81 -0.14
25 H 2.21 2.59 0.36
26 H 3.98 1.81 -2.59
27 H 2.91 1.72 -4.83
28 H 0.42 1.52 -4.96
29 H -0.87 1.46 -2.83
30 H 3.22 -1.52 3.50
31 C -2.34 -1.37 -2.23
32 P -2.04 -0.51 -0.64
33 C -2.84 -1.68 0.51
34 C -3.38 0.80 -0.74
35 C -3.36 1.88 0.35
36 P -1.81 2.90 0.41
37 C -2.31 4.15 -0.88
38 C -2.28 3.90 1.89
39 H -3.38 -1.66 -2.32
40 H -1.70 -2.26 -2.26
41 H -2.05 -0.72 -3.06
42 H -3.79 -2.04 0.10
43 H -3.02 -1.18 1.46
44 H -2.16 -2.52 0.68
45 H -4.33 0.27 -0.72
46 H -3.28 1.28 -1.72
47 H -3.48 1.42 1.33
48 H -4.20 2.57 0.19
49 H -3.24 4.66 -0.64
50 H -2.41 3.66 -1.85
51 H -1.51 4.90 -0.97
52 H -3.30 4.29 1.80
53 H -1.59 4.73 2.02
54 H -2.22 3.25 2.76
55 Cl 3.60 -5.16 -3.07
56 C 2.63 -4.23 -1.98
57 C 2.24 -4.77 -0.76
58 Cl 2.69 -6.39 -0.35
59 C 1.46 -4.01 0.12
60 Cl 0.97 -4.66 1.65
61 C 1.04 -2.71 -0.19
62 O 0.34 -1.96 0.59
63 C 1.43 -2.16 -1.47
64 O 1.02 -0.96 -1.76
65 C 2.22 -2.93 -2.32
66 Cl 2.70 -2.23 -3.83

Its energy relative to the best compared isomer or geometry (same formula, charge and spin) is 0.8547 eV. The spin multiplicity is 2. Its charge is -1. The value obtained for the LUMO energy (spin up / spin down) is 2.241 / 2.245 eV. The value obtained for the total energy is -5805.8591 Eh. Its HOMO energy (spin up / spin down) is -3.648 / -3.625 eV. For the gap between HOMO and LUMO (spin up / spin down), the calculation gives 5.8895 / 5.8693 eV. The calculation puts the largest force on an atom at 1.5 eV/Å.

Record 2
Density functional theory data (wB97M-V/def2-TZVPD) for a 3-piece molecular cluster, C25H27ClN2O7 overall.

Positions of all 62 atoms, in Å:
1 C -1.79 -1.16 -0.32
2 C -0.32 -1.24 -0.73
3 C 0.40 -2.47 -0.18
4 C 1.92 -2.43 -0.44
5 C -0.15 -3.82 -0.58
6 C -0.41 -4.26 -1.83
7 C -0.26 -3.45 -3.09
8 C -1.52 -2.74 -3.62
9 C -2.87 -3.32 -3.19
10 O -1.43 -2.77 -5.05
11 C -0.87 -5.67 -2.03
12 O -1.37 -6.03 -3.08
13 C -0.65 -6.66 -0.95
14 C -0.41 -6.22 0.28
15 Cl -0.15 -7.27 1.61
16 C -0.38 -4.75 0.57
17 O -0.54 -4.36 1.70
18 H -1.85 -0.73 0.68
19 H -2.33 -0.46 -0.97
20 H -2.28 -2.13 -0.33
21 H 0.18 -0.37 -0.30
22 H -0.19 -1.12 -1.81
23 H 0.28 -2.42 0.91
24 H 2.41 -3.26 0.08
25 H 2.15 -2.49 -1.50
26 H 2.31 -1.49 -0.03
27 H 0.54 -2.73 -2.96
28 H 0.04 -4.14 -3.88
29 H -1.51 -1.69 -3.31
30 H -3.65 -2.63 -3.52
31 H -2.96 -3.39 -2.10
32 H -3.06 -4.28 -3.66
33 H -1.78 -1.93 -5.38
34 H -0.70 -7.72 -1.19
35 O -1.47 1.79 0.24
36 N -1.09 2.11 1.34
37 O -0.31 1.46 2.01
38 C -1.59 3.37 1.90
39 C -2.50 4.12 1.17
40 C -2.96 5.31 1.71
41 C -2.52 5.73 2.95
42 C -1.60 4.97 3.67
43 C -1.13 3.78 3.14
44 H -2.83 3.78 0.20
45 H -3.68 5.90 1.15
46 H -2.89 6.66 3.37
47 H -1.25 5.31 4.63
48 H -0.42 3.18 3.69
49 O 2.01 5.57 3.42
50 N 2.86 5.73 2.57
51 O 3.38 6.80 2.31
52 C 3.30 4.55 1.81
53 C 2.70 3.33 2.07
54 C 3.09 2.22 1.34
55 C 4.07 2.35 0.36
56 C 4.66 3.58 0.12
57 C 4.28 4.69 0.84
58 H 1.94 3.24 2.84
59 H 2.63 1.27 1.53
60 H 4.36 1.48 -0.22
61 H 5.43 3.67 -0.65
62 H 4.73 5.66 0.66

Its charge is 0. The value obtained for the LUMO energy is -1.196 eV. The value obtained for the total energy is -2065.0193 Eh. Its HOMO energy is -9.790 eV. For the gap between HOMO and LUMO, the calculation gives 8.5933 eV. The calculation puts the largest force on an atom at 0.5 eV/Å.

Record 3
Density functional theory data (wB97M-V/def2-TZVPD) for one molecule with the formula C25H27N3O5S2.

Positions of all 62 atoms, in Å:
1 C 6.72 3.36 0.57
2 C 5.24 3.32 0.91
3 O 4.78 1.98 0.73
4 C 3.46 1.81 0.60
5 O 2.66 2.70 0.66
6 C 3.10 0.40 0.41
7 S 1.45 -0.05 0.73
8 C 1.92 -1.70 0.41
9 N 1.08 -2.78 0.51
10 C -0.27 -2.87 0.74
11 O -0.77 -3.93 1.02
12 C -1.07 -1.62 0.58
13 C -1.11 -0.98 -0.66
14 C -1.94 0.11 -0.84
15 C -2.71 0.57 0.22
16 S -3.86 1.93 -0.04
17 O -3.49 2.58 -1.26
18 O -3.92 2.68 1.18
19 N -5.32 1.20 -0.26
20 C -6.20 1.00 0.87
21 C -6.81 -0.41 0.95
22 C -5.89 -1.53 0.46
23 C -5.97 -1.74 -1.05
24 C -5.24 -0.68 -1.88
25 C -5.69 0.75 -1.57
26 C -2.66 -0.05 1.46
27 C -1.84 -1.16 1.63
28 N 3.16 -1.87 0.10
29 C 3.85 -0.70 0.08
30 C 5.26 -0.73 -0.32
31 C 5.75 0.17 -1.26
32 C 7.08 0.12 -1.63
33 C 7.93 -0.82 -1.07
34 C 7.44 -1.73 -0.15
35 C 6.11 -1.69 0.22
36 H 7.11 4.36 0.74
37 H 6.89 3.08 -0.46
38 H 7.27 2.66 1.21
39 H 4.66 3.98 0.26
40 H 5.06 3.61 1.95
41 H 1.57 -3.67 0.50
42 H -0.52 -1.35 -1.48
43 H -2.00 0.64 -1.78
44 H -7.01 1.74 0.83
45 H -5.60 1.21 1.75
46 H -7.73 -0.44 0.36
47 H -7.08 -0.58 1.99
48 H -6.19 -2.46 0.95
49 H -4.86 -1.32 0.75
50 H -7.02 -1.78 -1.35
51 H -5.53 -2.71 -1.29
52 H -5.41 -0.87 -2.94
53 H -4.17 -0.75 -1.69
54 H -5.22 1.44 -2.28
55 H -6.78 0.85 -1.68
56 H -3.25 0.35 2.27
57 H -1.80 -1.66 2.59
58 H 5.09 0.90 -1.71
59 H 7.46 0.82 -2.37
60 H 8.97 -0.85 -1.36
61 H 8.09 -2.47 0.28
62 H 5.71 -2.39 0.94

Its energy relative to the best compared isomer or geometry (same formula, charge and spin) is 0.2548 eV. Its charge is 0. The value obtained for the LUMO energy is -0.199 eV. The value obtained for the total energy is -2305.7372 Eh. Its HOMO energy is -8.611 eV. For the gap between HOMO and LUMO, the calculation gives 8.4126 eV. The calculation puts the largest force on an atom at 1.4 eV/Å.

Record 4
Density functional theory data (wB97M-V/def2-TZVPD) for C25H27N3Re as an isolated structure.

Positions of all 56 atoms, in Å:
1 C -2.81 -0.69 0.43
2 C -3.12 0.84 -2.22
3 H -3.03 -1.54 -0.22
4 H -3.73 -0.08 0.45
5 H -2.69 -1.09 1.45
6 H -2.98 1.19 -3.25
7 H -3.63 -0.12 -2.32
8 H -3.87 1.53 -1.77
9 C -0.88 -2.74 -1.16
10 C 0.00 -3.81 -1.24
11 C 1.25 -3.65 -1.82
12 C 1.59 -2.40 -2.27
13 H -1.89 -2.86 -0.80
14 H -0.32 -4.76 -0.86
15 H 1.95 -4.47 -1.93
16 H 2.55 -2.20 -2.73
17 N -0.48 -1.50 -1.49
18 C 0.73 -1.31 -2.08
19 C 1.12 0.05 -2.37
20 N 0.29 1.04 -1.95
21 C 0.71 2.31 -2.07
22 C 2.79 1.64 -3.12
23 C 1.94 2.64 -2.65
24 H 0.06 3.08 -1.67
25 H 2.21 3.68 -2.75
26 C 2.37 0.33 -2.96
27 H 2.99 -0.49 -3.28
28 H 3.74 1.85 -3.60
29 Re -1.66 0.37 -0.85
30 C -1.92 2.30 -0.33
31 H -2.12 2.90 -1.25
32 H -1.01 2.69 0.15
33 H -2.78 2.45 0.36
34 C -0.09 3.25 3.81
35 C -1.24 2.45 3.72
36 C -1.31 1.43 2.78
37 C -0.23 1.24 1.89
38 C 0.94 2.03 1.99
39 C 1.00 3.02 2.96
40 N -0.29 0.26 0.88
41 C 0.45 -0.87 1.24
42 C 1.81 -0.91 0.92
43 C 2.54 -2.05 1.23
44 C 1.93 -3.12 1.89
45 C 0.59 -3.03 2.29
46 C -0.16 -1.91 1.96
47 H -0.03 4.02 4.57
48 H -2.09 2.62 4.38
49 H -2.16 0.76 2.70
50 H 1.77 1.82 1.31
51 H 1.91 3.62 3.04
52 H 2.26 -0.04 0.44
53 H 3.59 -2.10 0.94
54 H 2.51 -4.01 2.13
55 H 0.11 -3.84 2.84
56 H -1.20 -1.80 2.26

Its energy relative to the best compared isomer or geometry (same formula, charge and spin) is 1.8200 eV. The spin multiplicity is 4. Its charge is +2. The value obtained for the LUMO energy (spin up / spin down) is -8.707 / -8.760 eV. The value obtained for the total energy is -1210.6880 Eh. Its HOMO energy (spin up / spin down) is -14.682 / -14.677 eV. For the gap between HOMO and LUMO (spin up / spin down), the calculation gives 5.9751 / 5.9172 eV. The calculation puts the largest force on an atom at 1.7 eV/Å.

Record 5
Density functional theory data (wB97M-V/def2-TZVPD) for a 4-piece molecular cluster, C25H28Br2ClN3O6PS overall.

Positions of all 67 atoms, in Å:
1 C 3.61 -0.52 4.24
2 C 4.13 -0.77 2.70
3 C 3.16 -1.82 1.83
4 Br 2.02 -2.99 2.99
5 N 2.43 -1.09 0.73
6 C 1.41 -0.15 0.91
7 N 0.91 0.48 -0.41
8 Br 0.17 -0.81 -1.55
9 N 0.96 0.23 2.29
10 P 1.46 1.92 2.70
11 S 2.82 2.62 1.45
12 C -0.49 0.13 2.59
13 Cl -1.65 1.09 1.51
14 C -1.12 -1.38 2.74
15 C -1.17 -2.28 1.39
16 H 4.10 -1.30 4.99
17 H 4.05 0.54 4.57
18 H 2.45 -0.43 4.37
19 H 4.29 0.21 2.07
20 H 5.21 -1.27 2.79
21 H 3.94 -2.56 1.32
22 H 2.75 -1.32 -0.26
23 H 1.81 0.79 -0.88
24 H 1.87 2.03 4.10
25 H 0.32 2.85 2.56
26 H -0.63 0.62 3.67
27 H -0.62 -1.91 3.68
28 H -2.26 -1.22 3.08
29 H -1.73 -3.32 1.57
30 H -1.71 -1.69 0.53
31 H -0.09 -2.57 0.97
32 C -6.62 -2.31 2.05
33 C -5.65 -2.46 1.14
34 C -4.72 -3.60 1.20
35 O -3.83 -3.74 0.37
36 C -4.90 -4.57 2.30
37 C -5.87 -4.42 3.21
38 C -6.80 -3.28 3.15
39 O -7.69 -3.14 3.98
40 H -7.32 -1.48 2.03
41 H -5.51 -1.76 0.33
42 H -4.21 -5.40 2.33
43 H -6.01 -5.12 4.02
44 C 5.00 5.82 -2.50
45 C 4.80 7.15 -2.55
46 C 3.90 7.82 -1.59
47 O 3.72 9.03 -1.64
48 C 3.23 6.99 -0.58
49 C 3.43 5.67 -0.53
50 C 4.32 4.99 -1.49
51 O 4.50 3.78 -1.44
52 H 5.65 5.31 -3.19
53 H 5.29 7.77 -3.29
54 H 2.58 7.50 0.11
55 H 2.94 5.04 0.21
56 C -2.22 -1.19 -4.76
57 C -1.37 -2.21 -4.87
58 C -0.97 -2.74 -6.19
59 O -0.19 -3.67 -6.29
60 C -1.55 -2.09 -7.39
61 C -2.40 -1.07 -7.27
62 C -2.81 -0.54 -5.95
63 O -3.59 0.39 -5.85
64 H -2.53 -0.80 -3.80
65 H -0.93 -2.70 -4.01
66 H -1.24 -2.48 -8.35
67 H -2.84 -0.58 -8.14

Its charge is +1. The value obtained for the LUMO energy is -5.596 eV. The value obtained for the total energy is -7932.3607 Eh. Its HOMO energy is -12.018 eV. For the gap between HOMO and LUMO, the calculation gives 6.4218 eV. The calculation puts the largest force on an atom at 3.8 eV/Å.

Record 6
Density functional theory data (wB97M-V/def2-TZVPD) for C25H28Cl3HgNO3 as an isolated structure.

Positions of all 61 atoms, in Å:
1 C -1.81 -3.43 4.82
2 C -2.19 -3.70 3.21
3 C -1.91 -2.29 2.43
4 C -0.53 -2.26 1.53
5 C 0.81 -2.62 2.47
6 C -0.19 -0.75 0.90
7 C -0.98 0.61 1.38
8 C -0.66 2.14 0.82
9 N -1.50 3.26 1.40
10 C -1.46 3.31 2.91
11 C 0.03 3.21 3.57
12 C 0.53 2.32 -0.30
13 C 1.32 0.96 -0.86
14 C 0.98 -0.57 -0.28
15 C 1.78 -1.91 -0.86
16 C 1.28 -2.12 -2.44
17 O -0.15 -1.73 -2.51
18 C -1.02 -2.94 -2.58
19 C -2.52 -2.71 -1.97
20 C 2.47 1.26 -2.03
21 O 3.54 0.44 -2.18
22 C 2.33 2.59 -3.01
23 C 2.94 2.71 -4.53
24 Cl 3.92 1.33 -5.30
25 C 2.75 4.08 -5.46
26 C 1.91 5.38 -4.93
27 Cl 1.61 6.95 -5.89
28 C 1.29 5.27 -3.39
29 Cl 0.33 6.77 -2.79
30 C 1.51 3.94 -2.45
31 C 0.95 3.80 -0.89
32 O 0.92 4.93 -0.16
33 H -2.73 -2.98 5.40
34 H -1.46 -4.42 5.34
35 H -0.92 -2.65 4.94
36 H -3.34 -3.94 3.14
37 H -1.50 -4.55 2.80
38 H -2.80 -2.00 1.68
39 H -1.93 -1.43 3.26
40 H -0.60 -3.09 0.72
41 H 0.57 -3.32 3.37
42 H 1.68 -3.11 1.85
43 H 1.21 -1.59 2.87
44 H -1.82 0.49 2.21
45 H -1.32 4.18 0.95
46 H -1.98 4.27 3.35
47 H -2.07 2.37 3.31
48 H -0.02 3.75 4.63
49 H 0.80 3.78 2.89
50 H 0.36 2.09 3.79
51 H 2.95 -1.77 -0.86
52 H 1.46 -2.91 -0.31
53 H 1.47 -3.26 -2.73
54 H 1.93 -1.46 -3.17
55 H -1.14 -3.17 -3.74
56 H -0.54 -3.88 -2.03
57 H -3.32 -2.91 -2.84
58 H -2.72 -1.61 -1.58
59 H -2.82 -3.48 -1.12
60 H 3.23 4.16 -6.55
61 Hg -0.89 -5.78 -2.21

Its charge is +2. The value obtained for the LUMO energy is -11.000 eV. The value obtained for the total energy is -2782.3165 Eh. Its HOMO energy is -13.446 eV. For the gap between HOMO and LUMO, the calculation gives 2.4467 eV. The calculation puts the largest force on an atom at 8.9 eV/Å.

Record 7
Density functional theory data (wB97M-V/def2-TZVPD) for C25H28ClMnN6O13S as an isolated structure.

Positions of all 75 atoms, in Å:
1 Mn -0.69 1.20 -0.08
2 O -1.48 3.74 0.11
3 C -2.25 3.82 -1.10
4 C -1.52 3.33 -2.33
5 N -1.11 1.92 -2.24
6 C -2.09 0.98 -2.76
7 C -1.89 -0.47 -2.23
8 O -2.48 -1.39 -2.78
9 O -1.18 -0.59 -1.18
10 C 0.25 1.72 -2.80
11 C 1.31 2.31 -1.86
12 O 2.41 2.65 -2.32
13 O 1.02 2.36 -0.60
14 H -0.54 3.84 -0.15
15 H -2.64 4.84 -1.25
16 H -3.12 3.16 -0.95
17 H -0.62 3.94 -2.59
18 H -2.20 3.47 -3.19
19 H -2.11 0.90 -3.85
20 H -3.06 1.27 -2.38
21 H 0.38 2.12 -3.82
22 H 0.44 0.65 -2.87
23 O -4.33 2.34 4.49
24 C -3.12 2.27 5.02
25 O -2.90 2.38 6.20
26 C -2.00 2.05 4.07
27 C -0.64 2.05 4.36
28 Cl 0.17 2.09 5.84
29 N 0.05 1.93 3.23
30 N -0.76 1.90 2.16
31 C -1.98 1.94 2.65
32 C -3.10 1.75 1.64
33 O -4.23 2.17 1.93
34 O -2.75 1.12 0.61
35 C 1.43 1.67 3.01
36 C 1.96 0.50 3.56
37 C 3.28 0.15 3.28
38 C 4.03 1.01 2.46
39 C 3.51 2.20 1.97
40 C 2.18 2.54 2.26
41 H -4.36 2.33 3.44
42 H 1.33 -0.09 4.22
43 H 3.72 -0.75 3.67
44 H 5.07 0.76 2.19
45 H 4.10 2.83 1.33
46 H 1.75 3.41 1.79
47 C -1.70 -4.24 -3.41
48 C -0.24 -4.46 -3.83
49 S 0.96 -3.77 -2.70
50 O 1.03 -2.34 -2.92
51 O 2.18 -4.51 -2.77
52 C 0.28 -4.01 -1.01
53 C 1.37 -3.82 0.08
54 N 1.67 -2.42 0.30
55 C 0.71 -1.61 0.74
56 N 1.03 -0.33 0.56
57 C 2.25 -0.32 -0.04
58 C 2.64 -1.59 -0.25
59 N 3.91 -1.99 -0.79
60 O 4.55 -1.06 -1.23
61 O 4.30 -3.14 -0.80
62 C -0.57 -2.03 1.37
63 H -2.38 -4.67 -4.18
64 H -1.94 -3.16 -3.35
65 H -1.91 -4.74 -2.47
66 H -0.02 -3.96 -4.78
67 H 0.08 -5.50 -3.89
68 H -0.11 -5.02 -1.00
69 H -0.50 -3.28 -0.85
70 H 2.22 -4.38 -0.27
71 H 1.00 -4.26 0.99
72 H 2.71 0.61 -0.26
73 H -0.64 -3.07 1.65
74 H -1.40 -1.81 0.69
75 H -0.72 -1.42 2.27

Its energy relative to the best compared isomer or geometry (same formula, charge and spin) is 0.0000 eV. The spin multiplicity is 6. Its charge is -1. The value obtained for the LUMO energy (spin up / spin down) is 2.046 / 2.049 eV. The value obtained for the total energy is -4285.6946 Eh. Its HOMO energy (spin up / spin down) is -5.918 / -6.745 eV. For the gap between HOMO and LUMO (spin up / spin down), the calculation gives 7.9645 / 8.7938 eV. The calculation puts the largest force on an atom at 2.1 eV/Å.